(1)
Formula: C42H54BrN2NiOS2Si2
Source: the OMol25 dataset
Level of theory: the ωB97M-V functional and the def2-TZVPD basis

Each line ends with the Löwdin charge.
Atoms and positions in Å:
1 Ni -0.33 -1.61 0.69  -0.08
2 C 2.63 -3.04 2.03  -0.22
3 Si 0.86 -3.43 1.31  0.57
4 C 1.20 -4.93 0.10  -0.23
5 C -0.02 -4.30 2.78  -0.31
6 C 0.47 -5.42 3.43  -0.12
7 C -0.23 -5.99 4.48  -0.11
8 C -1.43 -5.43 4.89  -0.11
9 C -1.92 -4.32 4.24  -0.12
10 C -1.23 -3.75 3.19  -0.32
11 Si -1.83 -2.18 2.28  0.62
12 C -2.17 -0.98 3.78  -0.18
13 C -3.64 -2.63 1.74  -0.23
14 H 3.05 -3.94 2.46  0.01
15 H 2.57 -2.28 2.81  0.02
16 H 3.31 -2.67 1.26  -0.01
17 H 1.62 -5.75 0.67  0.01
18 H 1.89 -4.66 -0.69  -0.01
19 H 0.28 -5.28 -0.36  0.01
20 H 1.41 -5.86 3.11  0.09
21 H 0.16 -6.86 4.99  0.09
22 H -1.99 -5.87 5.72  0.09
23 H -2.86 -3.88 4.56  0.09
24 H -2.83 -1.48 4.48  0.02
25 H -2.63 -0.05 3.46  0.01
26 H -1.25 -0.75 4.30  0.02
27 H -4.12 -3.10 2.60  0.01
28 H -3.68 -3.33 0.91  0.01
29 H -4.23 -1.76 1.47  0.00
30 S 0.43 -2.35 -1.68  0.65
31 C 2.04 -1.81 -1.93  -0.65
32 N 2.72 -2.34 -3.01  -0.14
33 C 4.12 -2.07 -3.16  -0.13
34 C 4.45 -0.66 -2.66  -0.15
35 N 3.98 -0.53 -1.31  -0.13
36 C 4.67 0.36 -0.41  -0.17
37 C 4.46 1.83 -0.68  -0.20
38 C 5.15 2.48 -1.70  -0.06
39 C 4.94 3.82 -1.96  -0.10
40 C 4.03 4.54 -1.21  -0.10
41 C 3.34 3.91 -0.19  -0.08
42 C 3.55 2.57 0.08  -0.05
43 C 2.66 -0.91 -1.07  -0.65
44 S 1.87 -0.28 0.29  0.79
45 C 2.05 -3.06 -4.07  -0.17
46 C 1.88 -2.21 -5.29  -0.21
47 C 1.12 -1.04 -5.23  -0.02
48 C 0.98 -0.23 -6.34  -0.08
49 C 1.60 -0.58 -7.53  -0.11
50 C 2.35 -1.74 -7.61  -0.10
51 C 2.49 -2.55 -6.49  -0.06
52 H 4.39 -2.16 -4.22  0.12
53 H 4.72 -2.79 -2.58  0.13
54 H 3.98 0.09 -3.33  0.14
55 H 5.53 -0.51 -2.67  0.12
56 H 5.75 0.13 -0.48  0.13
57 H 4.33 0.13 0.60  0.09
58 H 5.88 1.93 -2.29  0.10
59 H 5.49 4.30 -2.76  0.10
60 H 3.87 5.59 -1.41  0.10
61 H 2.63 4.47 0.41  0.09
62 H 3.01 2.08 0.87  0.06
63 H 1.07 -3.35 -3.67  0.06
64 H 2.63 -3.96 -4.31  0.13
65 H 0.63 -0.78 -4.30  0.10
66 H 0.39 0.67 -6.28  0.10
67 H 1.49 0.06 -8.40  0.10
68 H 2.82 -2.02 -8.54  0.10
69 H 3.06 -3.46 -6.56  0.11
70 C -6.20 2.90 -0.84  -0.07
71 C -5.23 3.55 0.15  -0.56
72 C -4.76 4.89 -0.45  -0.05
73 C -6.02 3.82 1.44  -0.05
74 C -4.02 2.69 0.44  -0.20
75 C -3.81 1.50 -0.23  -0.10
76 C -2.71 0.73 0.09  -0.49
77 Br -2.43 -0.89 -0.90  0.85
78 C -1.75 1.05 1.08  -0.41
79 O -0.81 0.25 1.37  -0.29
80 C -1.94 2.33 1.70  -0.09
81 C -3.06 3.07 1.37  0.00
82 C -0.94 2.93 2.69  -0.52
83 C -1.65 3.20 4.03  -0.05
84 C 0.27 2.04 2.98  -0.05
85 C -0.41 4.25 2.13  -0.05
86 H -7.06 3.55 -0.99  0.08
87 H -6.56 1.94 -0.46  0.09
88 H -5.73 2.74 -1.81  0.08
89 H -5.62 5.50 -0.71  0.08
90 H -4.17 4.71 -1.34  0.09
91 H -4.15 5.43 0.26  0.07
92 H -6.90 4.42 1.23  0.08
93 H -5.41 4.35 2.17  0.07
94 H -6.34 2.88 1.88  0.09
95 H -4.48 1.14 -1.00  0.09
96 H -3.20 4.02 1.87  0.10
97 H -2.04 2.27 4.44  0.08
98 H -2.48 3.89 3.92  0.07
99 H -0.95 3.62 4.75  0.08
100 H -0.03 1.10 3.43  0.07
101 H 0.95 2.56 3.66  0.08
102 H 0.80 1.81 2.06  0.05
103 H -1.20 4.97 1.94  0.07
104 H 0.12 4.07 1.19  0.08
105 H 0.30 4.70 2.83  0.08

Summary:
Highest occupied orbital energy (spin up / spin down) (eV): -3.59 / -4.40
Relative energy (zero: lowest compared OMol25 entry of this formula, charge and spin) (kJ/mol): 142.4
2S+1: 3
LUMO level (spin up / spin down) (eV): 2.394 / 2.076
Total charge: -1

(2)
Formula: C42H54N10O2PtS
Source: the OMol25 dataset
Level of theory: the ωB97M-V functional and the def2-TZVPD basis

Each line ends with the Löwdin charge.
Atoms and positions in Å:
1 Pt 17.61 -9.31 13.17  1.25
2 C 11.17 -5.33 12.30  -0.04
3 C 12.65 -4.93 12.08  -0.54
4 C 12.75 -3.51 12.71  -0.04
5 C 12.83 -4.80 10.57  -0.06
6 C 13.63 -5.89 12.78  -0.09
7 C 14.77 -6.34 12.11  0.07
8 C 15.68 -7.19 12.83  -0.13
9 N 16.80 -7.77 12.28  -0.07
10 C 17.39 -7.42 11.08  -0.16
11 C 17.33 -6.18 10.41  0.06
12 C 17.79 -6.09 9.09  -0.12
13 C 18.22 -7.24 8.43  0.06
14 C 18.39 -8.49 9.09  -0.06
15 C 18.14 -8.50 10.48  -0.22
16 O 18.54 -9.46 11.30  -0.18
17 C 18.84 -9.77 8.49  -0.49
18 C 18.81 -9.54 6.94  -0.02
19 C 20.26 -10.17 9.00  -0.02
20 C 17.95 -10.97 8.94  -0.03
21 C 17.85 -4.80 8.28  -0.53
22 C 17.72 -3.58 9.23  -0.05
23 C 16.72 -4.76 7.17  0.00
24 C 19.25 -4.74 7.67  -0.05
25 C 15.32 -7.75 14.07  -0.25
26 O 16.16 -8.64 14.54  -0.15
27 C 14.19 -7.28 14.76  -0.07
28 C 13.41 -6.35 14.10  0.07
29 C 13.98 -7.65 16.21  -0.54
30 C 12.72 -7.12 16.79  -0.05
31 C 15.22 -7.13 16.95  -0.02
32 C 13.99 -9.19 16.36  -0.03
33 H 10.51 -4.62 11.80  0.10
34 H 10.93 -5.48 13.34  0.07
35 H 11.02 -6.32 11.93  0.08
36 H 12.03 -2.78 12.21  0.12
37 H 13.74 -3.11 12.67  0.07
38 H 12.52 -3.50 13.81  0.10
39 H 11.97 -4.32 10.04  0.11
40 H 12.96 -5.80 10.12  0.09
41 H 13.80 -4.28 10.39  0.08
42 H 15.06 -6.02 11.11  0.09
43 H 16.81 -5.39 10.94  0.11
44 H 18.38 -7.16 7.35  0.11
45 H 19.52 -8.78 6.65  0.09
46 H 17.79 -9.25 6.70  0.09
47 H 19.01 -10.45 6.40  0.08
48 H 20.93 -9.33 8.85  0.09
49 H 20.65 -11.00 8.44  0.09
50 H 20.15 -10.37 10.07  0.06
51 H 16.88 -10.90 8.65  0.10
52 H 18.02 -11.17 9.97  0.04
53 H 18.23 -11.93 8.46  0.10
54 H 16.77 -3.57 9.75  0.07
55 H 17.94 -2.59 8.75  0.11
56 H 18.43 -3.71 10.03  0.08
57 H 15.72 -4.89 7.62  0.09
58 H 16.91 -5.55 6.45  0.07
59 H 16.74 -3.77 6.65  0.10
60 H 20.03 -4.93 8.41  0.10
61 H 19.46 -3.76 7.20  0.11
62 H 19.43 -5.47 6.86  0.09
63 H 12.48 -6.05 14.58  0.11
64 H 12.71 -6.00 16.71  0.11
65 H 12.68 -7.31 17.87  0.11
66 H 11.88 -7.56 16.34  0.08
67 H 15.46 -6.11 16.73  0.09
68 H 16.10 -7.62 16.54  0.07
69 H 15.20 -7.35 18.02  0.11
70 H 13.28 -9.69 15.75  0.08
71 H 13.79 -9.49 17.39  0.09
72 H 14.99 -9.63 16.18  0.08
73 S 19.99 -9.24 14.62  0.72
74 C 21.39 -9.75 13.72  -0.73
75 N 22.58 -9.05 13.72  0.10
76 N 22.44 -7.79 14.15  0.03
77 C 23.16 -6.72 13.64  -0.22
78 C 22.64 -5.41 13.71  -0.02
79 C 23.19 -4.40 12.97  -0.06
80 C 24.33 -4.64 12.16  -0.02
81 C 24.91 -5.95 12.11  -0.03
82 C 24.34 -6.95 12.91  0.00
83 N 21.51 -10.88 13.04  0.01
84 N 20.46 -11.63 12.71  0.14
85 C 20.83 -12.71 11.90  -0.26
86 C 19.91 -13.72 11.52  0.01
87 C 20.40 -14.88 10.94  -0.09
88 C 21.69 -15.01 10.59  -0.03
89 C 22.63 -13.97 10.96  -0.02
90 C 22.18 -12.80 11.53  -0.02
91 H 21.66 -7.49 14.81  0.12
92 H 21.72 -5.20 14.25  0.12
93 H 22.79 -3.38 13.10  0.12
94 H 24.78 -3.88 11.56  0.10
95 H 25.82 -6.09 11.54  0.11
96 H 24.72 -8.01 12.98  0.13
97 H 18.86 -13.56 11.73  0.09
98 H 19.70 -15.67 10.66  0.12
99 H 22.06 -15.92 10.06  0.14
100 H 23.65 -14.05 10.67  0.10
101 H 22.90 -12.05 11.82  0.11
102 N 19.16 -13.42 16.00  0.14
103 N 18.21 -12.71 15.28  -0.20
104 N 17.47 -13.36 14.33  0.14
105 C 17.04 -12.37 13.54  -0.15
106 N 17.55 -11.19 13.98  -0.23
107 N 18.16 -11.37 15.09  0.01
108 H 18.95 -14.44 16.01  0.14
109 H 19.48 -13.00 16.88  0.13
110 H 16.47 -12.47 12.58  0.14

Summary:
Highest occupied orbital energy (spin up / spin down) (eV): -12.41 / -13.14
2S+1: 5
LUMO level (spin up / spin down) (eV): -6.208 / -8.051
Total charge: +2